[1]
88
Properties=species:S:1:pos:R:3:mulliken_charge:R:1 method="wB97M-V/def2-TZVPD" total_charge=+2 energy_ev=-80000.44584 e_lumo_ev="-7.30 / -6.86" homo_energy_ha="-0.429 / -0.429" e_above_lowest_kcal_mol=21.1 multiplicity=2 s2=0.77
Re -0.059 0.111 0.011 -0.82
C 10.587 0.163 8.654 -0.85
O 9.208 0.131 8.965 -0.45
C 8.299 0.108 7.996 0.84
C 6.951 0.079 8.405 -0.88
C 5.935 0.055 7.483 -0.43
C 6.214 0.061 6.105 0.39
C 7.559 0.088 5.702 -0.83
C 8.580 0.112 6.622 -0.35
C 5.182 0.048 5.099 0.29
N 5.397 0.036 3.794 -0.86
C 4.183 0.038 3.204 1.25
C 3.172 0.047 4.186 0.07
N 3.835 0.050 5.375 -0.11
C 1.788 0.051 3.879 -0.14
C 0.734 0.027 4.803 -0.57
C -0.560 0.034 4.327 -1.23
C -0.801 0.070 2.959 -0.28
N 0.174 0.077 2.051 0.44
C 1.458 0.068 2.502 0.64
C 2.473 0.067 1.497 0.38
N 2.028 0.081 0.214 -0.34
C 2.918 0.075 -0.769 -0.32
C 4.290 0.034 -0.535 -1.19
C 4.767 0.019 0.761 -0.46
C 3.849 0.041 1.816 -0.11
H 11.109 0.174 9.609 0.24
H 10.847 1.061 8.088 0.35
H 10.887 -0.723 8.088 0.35
H 6.743 0.082 9.462 0.43
H 4.919 0.030 7.846 0.27
H 7.780 0.090 4.648 0.46
H 9.600 0.143 6.280 0.43
H 3.419 0.069 6.291 0.20
H 0.931 0.002 5.862 0.54
H -1.395 0.010 5.008 0.49
H -1.815 0.090 2.582 0.52
H 2.520 0.100 -1.775 0.61
H 4.965 0.017 -1.373 0.50
H 5.822 -0.008 0.979 0.67
O -0.208 0.079 -2.057 -0.40
N -1.375 0.092 -2.667 0.35
C -1.397 0.041 -4.012 -0.35
C -2.582 -0.008 -4.700 -0.71
C -3.787 -0.005 -3.995 -0.28
C -3.751 0.083 -2.622 -0.86
C -2.527 0.141 -1.952 0.88
S -2.423 0.261 -0.239 -0.54
H -0.431 0.029 -4.490 0.50
H -2.569 -0.049 -5.776 0.46
H -4.726 -0.070 -4.520 0.44
H -4.652 0.102 -2.032 0.48
C 1.744 4.598 0.899 -1.88
C 0.241 4.355 0.764 1.41
C -0.537 5.288 1.676 -1.79
O 0.035 2.970 1.168 -0.35
B 0.011 2.235 0.038 2.00
O -0.014 2.947 -1.100 -0.40
C -0.231 4.338 -0.729 1.43
C 0.539 5.256 -1.664 -1.78
C -1.735 4.564 -0.878 -1.88
H 2.036 4.373 1.922 0.47
H 2.005 5.627 0.676 0.40
H 2.286 3.928 0.233 0.32
H -0.141 5.213 2.686 0.45
H -1.592 5.037 1.701 0.37
H -0.421 6.312 1.330 0.37
H 1.595 5.009 -1.693 0.37
H 0.422 6.286 -1.340 0.38
H 0.135 5.159 -2.668 0.43
H -2.276 3.895 -0.212 0.34
H -2.013 4.326 -1.902 0.47
H -2.008 5.592 -0.668 0.39
C -1.878 -5.158 -0.754 -0.88
N -0.540 -5.228 -0.240 0.08
C 0.096 -6.471 0.154 -0.58
C 1.516 -6.024 0.539 -0.54
N 1.372 -4.575 0.629 -0.03
C 0.216 -4.177 0.068 0.47
S -0.295 -2.613 -0.234 -0.60
H -2.037 -5.961 -1.470 0.32
H -2.008 -4.199 -1.255 0.28
H -2.613 -5.242 0.049 0.33
H 0.086 -7.182 -0.675 0.37
H -0.437 -6.914 1.001 0.31
H 2.252 -6.287 -0.229 0.30
H 1.840 -6.441 1.494 0.33
H 2.170 -3.969 0.738 0.20



[2]
39
Properties=species:S:1:pos:R:3:mulliken_charge:R:1 method="wB97M-V/def2-TZVPD" energy_ev=-90258.19491 e_lumo_ev="-1.25 / -2.09" homo_energy_ha="-0.277 / -0.278" e_above_lowest_kcal_mol=21.3 multiplicity=2 s2=0.77
Ti 0.783 -0.213 1.112 -0.01
S 1.460 1.491 2.921 -0.45
C 1.193 2.412 1.509 0.63
C 1.369 3.806 1.403 -0.78
C 1.005 4.437 0.242 -0.10
C 0.477 3.692 -0.826 -0.92
C 0.373 2.335 -0.687 -0.17
N 0.745 1.700 0.442 0.19
H 1.772 4.340 2.251 0.41
H 1.116 5.509 0.141 0.39
H 0.165 4.167 -1.744 0.40
H -0.005 1.708 -1.486 0.45
C 1.164 -2.798 -3.987 -0.42
C -0.172 -2.875 -3.616 -0.67
C -0.612 -2.301 -2.440 -0.40
C 0.288 -1.623 -1.604 0.32
C 1.625 -1.530 -1.996 -0.02
C 2.055 -2.122 -3.170 -0.90
N -0.154 -1.029 -0.394 1.03
N -1.465 -1.113 -0.235 -0.84
C -1.953 -0.589 0.895 0.32
C -3.344 -0.634 1.124 -0.62
C -3.853 -0.084 2.267 -0.27
C -2.977 0.502 3.194 -0.81
C -1.633 0.504 2.931 -0.22
N -1.106 -0.018 1.804 0.37
H 1.507 -3.259 -4.904 0.39
H -0.879 -3.393 -4.252 0.36
H -1.645 -2.374 -2.141 0.42
H 2.331 -0.988 -1.387 0.38
H 3.101 -2.064 -3.440 0.39
H -3.963 -1.110 0.378 0.51
H -4.917 -0.106 2.464 0.39
H -3.346 0.940 4.110 0.41
H -0.928 0.935 3.625 0.39
S 3.456 -3.428 0.829 -0.23
C 2.637 -2.108 1.370 0.33
S 1.171 -2.228 2.306 -0.32
S 3.155 -0.490 0.988 -0.32



[3]
86
Properties=species:S:1:pos:R:3:mulliken_charge:R:1 method="wB97M-V/def2-TZVPD" total_charge=-1 energy_ev=-95829.18756 e_lumo_ev="1.62 / 1.68" homo_energy_ha="-0.071 / -0.074"
Ti -0.016 0.083 -1.694 -1.49
N -2.021 -3.702 -3.385 -0.54
C -1.523 -2.614 -2.711 0.33
S -2.135 -1.075 -3.136 -0.58
N -0.716 -2.842 -1.717 -1.52
N -0.250 -1.773 -1.036 2.87
C -0.025 -1.942 0.279 -0.51
C -0.226 -3.252 0.931 0.34
C -0.936 -3.414 2.121 -0.17
C -1.039 -4.658 2.721 -0.91
C -0.434 -5.767 2.153 -0.48
C 0.241 -5.627 0.950 -0.97
C 0.337 -4.391 0.345 -0.14
C 0.640 -0.859 0.915 0.67
C 0.955 -0.781 2.293 -1.54
C 1.737 0.239 2.758 -0.72
C 2.261 1.178 1.849 -1.62
C 1.914 1.057 0.522 -0.42
N 1.107 0.112 0.058 1.67
H -2.458 -3.485 -4.265 0.24
H -1.479 -4.550 -3.340 0.23
H -1.434 -2.564 2.566 0.51
H -1.595 -4.768 3.642 0.40
H -0.502 -6.735 2.629 0.37
H 0.704 -6.489 0.487 0.37
H 0.864 -4.295 -0.591 0.42
H 0.575 -1.536 2.964 0.51
H 1.966 0.321 3.811 0.46
H 2.912 1.973 2.178 0.48
H 2.296 1.758 -0.216 0.64
C -3.119 5.505 2.831 -1.41
C -2.049 4.474 3.202 -0.36
C -2.297 3.836 4.568 -1.06
C -3.574 3.007 4.535 -1.30
C -3.498 2.020 3.403 1.47
C -4.246 0.838 3.472 -0.86
C -4.134 -0.093 2.461 0.02
F -4.865 -1.235 2.556 -0.39
C -3.302 0.092 1.379 -0.82
C -2.555 1.280 1.284 0.45
C -1.659 1.468 0.172 1.78
O -1.544 0.559 -0.735 -0.46
C -0.929 2.695 0.149 0.32
C -1.101 3.616 1.136 -0.48
N -1.943 3.432 2.199 0.29
C -2.672 2.259 2.305 -1.06
C 0.090 2.971 -0.938 0.02
O 0.553 4.103 -1.046 -0.80
O 0.425 1.974 -1.659 -0.47
H -3.169 6.280 3.592 0.39
H -4.096 5.042 2.738 0.34
H -2.872 5.966 1.879 0.40
H -1.082 4.990 3.231 0.51
H -2.352 4.609 5.337 0.44
H -1.457 3.177 4.800 0.37
H -4.448 3.657 4.422 0.36
H -3.697 2.473 5.480 0.45
H -4.897 0.656 4.312 0.54
H -3.212 -0.649 0.600 0.73
H -0.533 4.533 1.111 0.59
C -0.480 1.683 -5.722 -0.96
C 0.629 1.220 -6.416 -0.65
C 1.586 0.488 -5.751 -1.00
C 1.447 0.215 -4.380 0.13
C 0.253 0.522 -3.703 0.97
C -0.674 1.295 -4.406 -0.34
C 2.564 -0.299 -3.596 1.24
C 3.885 -0.096 -4.060 -1.46
C 4.950 -0.513 -3.314 -1.13
C 4.705 -1.226 -2.121 0.95
C 5.743 -1.796 -1.364 -0.80
C 5.477 -2.562 -0.257 -0.78
C 4.154 -2.755 0.135 -0.55
C 3.121 -2.188 -0.573 -0.01
C 3.349 -1.399 -1.718 -0.67
N 2.301 -0.881 -2.418 0.80
H -1.196 2.326 -6.223 0.37
H 0.755 1.446 -7.468 0.37
H 2.434 0.111 -6.311 0.43
H -1.587 1.605 -3.901 0.35
H 4.038 0.421 -4.994 0.39
H 5.970 -0.344 -3.630 0.40
H 6.762 -1.642 -1.695 0.38
H 6.282 -3.030 0.291 0.37
H 3.938 -3.367 1.000 0.53
H 2.110 -2.371 -0.264 0.75